Version A
This record from the OMol25 dataset describes a 3-piece molecular cluster, C3H9N2O2 overall. The level of theory is ωB97M-V with the def2-TZVPD basis set.

Structure (ORCA input):
```
! wB97M-V def2-TZVPD RIJCOSX def2/J DEFGRID3
* xyz 1 1
C 3.760 0.016 0.140
C -0.853 2.075 -0.208
C -2.277 0.327 0.362
N 0.852 -2.186 0.039
N -1.226 0.670 -0.289
O 4.577 0.733 -0.140
O -0.298 -0.125 -0.734
H -1.290 2.385 0.687
H 0.216 2.035 -0.135
H -1.161 2.523 -1.029
H -2.867 1.122 0.816
H 0.872 -2.586 -0.903
H -2.682 -0.690 0.369
H 1.807 -1.948 0.384
H 0.408 -2.884 0.699
H 0.163 -1.469 -0.056
*
```

orbital gap	10.1	eV

These are the natural (NBO) partial charges, in e, on atoms 1 to 2: C 0.45; C -0.41



Version B
This record from the OMol25 dataset describes a 2-piece molecular cluster, C3H9N2O2 overall. The level of theory is ωB97M-V with the def2-TZVPD basis set.

Structure (ORCA input):
```
! wB97M-V def2-TZVPD RIJCOSX def2/J DEFGRID3
* xyz 1 1
C -2.457 1.353 0.974
C 0.208 -2.057 -0.026
C 2.377 1.355 -0.338
N -1.803 0.557 0.267
N 0.731 -0.066 0.750
O 0.850 -0.841 -0.334
O 1.475 1.000 0.714
H -3.348 1.791 0.595
H -2.093 0.130 -0.567
H -2.002 1.728 1.857
H -0.840 -2.200 -0.514
H 0.294 -2.092 0.987
H 0.795 -2.977 -0.437
H 1.823 2.042 -1.036
H 2.660 0.306 -0.731
H 3.172 1.788 0.303
*
```

orbital gap (alpha / beta)	7.5 / 7.5	eV

These are the natural (NBO) partial charges, in e, on atoms 1 to 2: C 0.03; C -0.29



Version C
This record from the OMol25 dataset describes a 3-piece molecular cluster, C3H9N2O2 overall. The level of theory is ωB97M-V with the def2-TZVPD basis set.

Structure (ORCA input):
```
! wB97M-V def2-TZVPD RIJCOSX def2/J DEFGRID3
* xyz 1 1
C -1.631 -0.336 -0.883
C -1.925 0.723 -0.037
N -1.223 0.566 1.112
C -0.201 -0.451 0.925
N -0.648 -1.113 -0.331
H -2.081 -0.692 -1.795
H -2.795 1.373 -0.054
H -0.923 1.341 1.702
H -0.174 -1.196 1.708
H 0.282 -1.161 -0.959
H 0.768 0.036 0.723
H 2.203 -1.195 -1.695
O 1.609 -0.796 -1.047
H 2.382 0.504 -0.264
H 3.318 1.598 0.424
O 2.429 1.237 0.388
*
```

orbital gap	6.3	eV

These are the natural (NBO) partial charges, in e, on atoms 1 to 2: C 0.06; C 0.16



Which is the most stable structure? version A is the most stable.



Version A
This record from the OMol25 dataset describes a 2-piece molecular cluster, C3H9N2O2 overall. The level of theory is ωB97M-V with the def2-TZVPD basis set.

Structure (ORCA input):
```
! wB97M-V def2-TZVPD RIJCOSX def2/J DEFGRID3
* xyz 1 1
N 1.564 -2.334 0.642
C 0.731 -1.358 1.020
O -0.589 -1.610 0.762
O 1.069 -0.304 1.529
H 2.540 -2.197 0.843
H 1.305 -2.991 -0.072
H -0.876 -2.367 1.292
C -0.537 1.637 -1.204
C -1.564 0.871 -1.466
N -0.013 1.798 0.171
H -0.043 2.260 -1.929
H -1.944 0.834 -2.473
H -2.023 0.247 -0.715
H -0.750 2.043 0.836
H 0.441 0.934 0.561
H 0.688 2.537 0.202
*
```

orbital gap	11.7	eV

These are the natural (NBO) partial charges, in e, on atoms 1 to 2: N -0.80; C 0.90



Version B
This record from the OMol25 dataset describes an isolated ion of composition C3H9N2O2 and charge +1. The level of theory is ωB97M-V with the def2-TZVPD basis set.

Structure (ORCA input):
```
! wB97M-V def2-TZVPD RIJCOSX def2/J DEFGRID3
* xyz 1 1
C -0.154 -0.503 -1.696
C -1.049 1.247 -0.024
C -0.411 -0.161 -0.211
N 0.879 -1.118 1.514
N 0.707 -0.194 0.686
O 1.844 -1.073 2.245
O 1.405 0.960 0.732
H 0.783 -1.140 -1.782
H -0.914 -1.214 -2.021
H -0.238 0.371 -2.325
H -0.895 1.777 0.916
H -2.100 1.158 -0.021
H -1.007 1.866 -0.927
H -1.120 -0.871 0.079
H 0.190 -1.957 1.374
H 2.080 0.853 1.460
*
```

orbital gap	10.1	eV
SMILES string	CC(C)N(O)[NH+]=O

These are the natural (NBO) partial charges, in e, on atoms 1 to 2: C -0.62; C -0.64



Which is the most stable structure? version A is the most stable.



Version A
This record from the OMol25 dataset describes C27H30IrNO as an isolated structure. The level of theory is ωB97M-V with the def2-TZVPD basis set.

Structure (ORCA input):
```
! wB97M-V def2-TZVPD RIJCOSX def2/J DEFGRID3
* xyz -2 5
Ir 0.723 0.077 -0.460
C 0.966 -2.108 -0.887
C -0.444 -1.882 -0.766
C -0.829 -0.898 -1.728
H -1.136 -2.374 -0.082
C 0.344 -0.519 -2.476
C 1.465 -1.248 -1.934
H 2.491 -1.199 -2.294
H 1.573 -2.790 -0.304
H -1.828 -0.546 -1.924
H 0.365 0.187 -3.298
C 1.299 0.983 1.614
C 2.367 1.019 0.661
C 1.923 1.800 -0.478
H 3.347 0.564 0.770
C 0.569 2.219 -0.209
C 0.185 1.672 1.063
H -0.792 1.779 1.535
H 1.317 0.481 2.580
H 2.499 2.044 -1.370
H -0.031 2.840 -0.866
O -2.287 0.815 0.007
C -3.057 1.783 -0.760
C -4.362 0.977 -0.560
C -2.577 1.890 -2.177
C -3.025 3.125 -0.067
C -3.493 0.050 0.284
H -4.736 0.518 -1.476
H -5.120 1.528 -0.004
H -3.715 0.060 1.362
H -3.381 -0.974 -0.095
H -3.144 2.668 -2.696
H -2.715 0.954 -2.714
H -1.520 2.166 -2.213
H -3.845 3.746 -0.446
H -2.078 3.632 -0.280
H -3.131 3.004 1.014
C 4.118 -3.308 3.702
C 4.090 -2.766 2.408
C 2.914 -2.239 1.908
C 1.698 -2.275 2.668
C 1.767 -2.826 3.982
C 2.957 -3.329 4.487
N 0.563 -1.782 2.138
C -0.674 -1.809 2.730
C -1.596 -2.868 2.487
C -2.668 -3.070 3.348
C -2.898 -2.190 4.411
C -2.149 -1.014 4.502
C -1.100 -0.785 3.622
H 5.054 -3.706 4.104
H 4.989 -2.742 1.784
H 2.913 -1.785 0.913
H 0.852 -2.829 4.572
H 2.983 -3.731 5.501
H -1.378 -3.548 1.663
H -3.323 -3.931 3.194
H -3.687 -2.393 5.133
H -2.368 -0.270 5.271
H -0.513 0.131 3.652
*
```

orbital gap (alpha / beta)	1.7 / 5.8	eV
expectation value of S²	6.054

These are the Löwdin partial charges, in e, on atoms 1 to 2: Ir 0.37; C -0.22



Version B
This record from the OMol25 dataset describes C27H30IrNO as an isolated structure. The level of theory is ωB97M-V with the def2-TZVPD basis set.

Structure (ORCA input):
```
! wB97M-V def2-TZVPD RIJCOSX def2/J DEFGRID3
* xyz -2 5
Ir 0.335 1.921 -0.031
C 2.120 1.386 1.196
C 2.139 0.519 0.023
C 2.178 1.344 -1.104
H 2.179 -0.553 0.063
C 2.168 2.681 -0.719
C 2.136 2.768 0.686
H 2.060 3.639 1.324
H 1.972 1.044 2.183
H 2.185 0.922 -2.172
H 2.199 3.575 -1.433
C -1.738 1.437 0.776
C -1.348 2.786 1.071
C -1.125 3.485 -0.167
H -1.225 3.216 2.073
C -1.322 2.522 -1.234
C -1.694 1.274 -0.646
H -1.884 0.340 -1.203
H -2.027 0.699 1.497
H -0.850 4.516 -0.291
H -1.170 2.703 -2.305
O 0.533 -1.264 -1.303
C -0.118 0.339 -4.637
C 0.463 -0.922 -4.314
C 0.772 1.679 -4.613
C -1.750 0.377 -4.668
C 0.665 -1.624 -2.468
H 1.491 -1.178 -4.578
H -0.061 -1.850 -4.589
H 0.132 -2.660 -2.626
H 1.771 -2.014 -2.604
H 0.934 2.455 -5.384
H 1.773 1.412 -4.286
H 0.373 2.258 -3.755
H -2.437 0.479 -5.526
H -2.179 1.043 -3.898
H -1.923 -0.628 -4.262
C -0.609 -0.024 6.055
C -0.188 1.028 5.230
C 0.044 0.807 3.880
C -0.142 -0.490 3.299
C -0.582 -1.537 4.166
C -0.812 -1.302 5.520
N 0.086 -0.679 1.988
C -0.076 -1.883 1.361
C 1.007 -2.786 1.250
C 0.809 -4.064 0.723
C -0.433 -4.414 0.188
C -1.525 -3.561 0.352
C -1.350 -2.290 0.897
H -0.777 0.153 7.120
H -0.039 2.033 5.628
H 0.387 1.613 3.231
H -0.722 -2.527 3.732
H -1.150 -2.128 6.143
H 1.963 -2.472 1.668
H 1.661 -4.751 0.700
H -0.572 -5.398 -0.289
H -2.527 -3.850 0.011
H -2.184 -1.607 1.069
*
```

orbital gap (alpha / beta)	1.8 / 6.2	eV
expectation value of S²	6.047

These are the natural (NBO) partial charges, in e, on atoms 1 to 2: Ir 0.11; C -0.25



Which is the most stable structure? version A is the most stable.



Version A
This record from the OMol25 dataset describes a 2-piece molecular cluster, CHN3O3S overall. The level of theory is ωB97M-V with the def2-TZVPD basis set.

Structure (ORCA input):
```
! wB97M-V def2-TZVPD RIJCOSX def2/J DEFGRID3
* xyz 0 1
C -1.096 -1.115 1.447
N 0.067 -0.878 1.384
N 2.321 0.454 0.822
N -0.901 0.943 -2.540
O 0.007 0.228 -2.196
O -2.000 1.191 -2.195
O -2.070 -1.489 1.941
S 1.461 -0.708 0.357
H 2.211 1.374 0.980
*
```

orbital gap (alpha / beta)	9.6 / 6.7	eV

These are the natural (NBO) partial charges, in e, on atoms 1 to 2: C 0.84; N -0.78



Version B
This record from the OMol25 dataset describes a 2-piece molecular cluster, CHN3O3S overall. The level of theory is ωB97M-V with the def2-TZVPD basis set.

Structure (ORCA input):
```
! wB97M-V def2-TZVPD RIJCOSX def2/J DEFGRID3
* xyz 0 1
C -1.735 0.858 -0.256
N -2.623 0.123 0.080
N 1.635 -0.899 -0.287
N 2.283 0.191 0.514
O 0.487 -1.118 -0.135
O 2.392 -1.416 -1.027
O 1.369 0.792 1.020
S -0.763 2.065 -0.440
H -3.045 -0.597 0.531
*
```

orbital gap	7.5	eV
SMILES string	O=N[N+](=O)[O-].N=C=S

These are the natural (NBO) partial charges, in e, on atoms 1 to 2: C 0.25; N -0.65



Which is the most stable structure? version A is the most stable.